Below is a cluster of 2 separate species, C6H14NSi in total in a non-equilibrium geometry, with properties calculated with the ωB97M-V functional and the def2-TZVPD basis.

Output
- Energy relative to the best compared isomer or geometry (same formula, charge and spin): 93.1 kcal/mol
- HOMO-LUMO gap: 8.17 eV
- Highest occupied orbital energy: -14.492 eV
- Net charge: +1
- F_max: 4.37 eV/A
- LUMO level: -6.3 eV
- Multiplicity: 1

```
22
C6H14NSi (the ωB97M-V functional and the def2-TZVPD basis)
C 0.785 1.317 2.440
C 0.621 1.345 1.209
C -2.572 0.289 0.054
C -0.571 -1.702 0.917
C -0.416 -0.859 -2.316
C 0.297 1.063 -0.069
N 2.765 0.854 -0.232
Si -0.921 -0.420 -0.495
H 1.047 1.233 3.520
H -3.368 -0.467 -0.292
H -2.681 0.471 1.167
H -2.805 1.267 -0.332
H -1.279 -1.901 1.678
H -0.478 -2.766 0.712
H 0.343 -1.409 1.428
H 0.598 -1.034 -2.340
H -0.772 -1.924 -2.574
H -0.563 -0.048 -3.017
H 0.456 1.883 -0.759
H 2.952 1.640 0.435
H 3.450 0.161 0.056
H 3.111 1.008 -1.191
```